{
  "formula": "C47H46BCrF2GeN5OS",
  "method": "the ωB97M-V functional and the def2-TZVPD basis",
  "de_lowest_ev": 3.4339,
  "s_squared": 8.787,
  "multiplicity": 6,
  "lumo_ev": [-2.16, -2.56],
  "homo_energy_ev": [-7.28, -10.60],
  "total_charge": 1,
  "species": ["Cr", "C", "C", "N", "C", "C", "C", "C", "C", "C", "C", "C", "C", "N", "C", "H", "H", "H", "H", "H", "H", "H", "H", "F", "B", "F", "O", "S", "C", "C", "C", "C", "C", "C", "C", "C", "C", "C", "C", "C", "H", "H", "H", "H", "H", "H", "H", "H", "H", "H", "C", "N", "C", "C", "N", "N", "C", "C", "H", "H", "H", "H", "H", "H", "H", "H", "H", "H", "H", "H", "H", "C", "C", "C", "C", "C", "C", "Ge", "C", "C", "C", "C", "C", "C", "C", "C", "C", "C", "C", "C", "H", "H", "H", "H", "H", "H", "H", "H", "H", "H", "H", "H", "H", "H", "H"],
  "positions_angstrom": [[0.592, 0.180, -0.301], [1.273, -2.330, 3.289], [0.698, -1.874, 2.131], [1.037, -0.712, 1.532], [1.937, 0.101, 2.220], [2.605, -0.336, 3.392], [2.278, -1.565, 3.913], [3.572, 0.559, 3.997], [3.785, 1.791, 3.509], [3.040, 2.280, 2.366], [3.132, 3.566, 1.887], [2.323, 3.970, 0.804], [1.487, 3.059, 0.221], [1.382, 1.776, 0.641], [2.135, 1.390, 1.739], [0.944, -3.272, 3.705], [-0.079, -2.454, 1.647], [2.772, -1.921, 4.811], [4.111, 0.214, 4.875], [4.501, 2.456, 3.982], [3.813, 4.267, 2.360], [2.355, 4.983, 0.422], [0.871, 3.338, -0.624], [-2.091, 0.465, -1.117], [-1.698, -0.004, 0.096], [-1.753, -1.354, 0.178], [0.566, -1.501, -1.545], [0.533, -2.971, -1.093], [2.088, -3.649, -1.598], [2.647, -3.274, -2.812], [3.880, -3.796, -3.165], [4.536, -4.678, -2.308], [3.966, -5.041, -1.097], [2.730, -4.517, -0.729], [-0.571, -3.726, -2.250], [-1.090, -4.972, -1.928], [-1.966, -5.578, -2.816], [-2.325, -4.925, -3.990], [-1.811, -3.668, -4.283], [-0.928, -3.054, -3.407], [2.116, -2.591, -3.467], [4.331, -3.524, -4.112], [5.502, -5.083, -2.590], [4.484, -5.722, -0.432], [2.279, -4.774, 0.225], [-0.812, -5.465, -1.000], [-2.380, -6.551, -2.586], [-3.018, -5.396, -4.677], [-2.106, -3.160, -5.194], [-0.530, -2.064, -3.606], [3.021, 0.198, -4.411], [2.410, 0.904, -3.287], [3.160, 0.858, -2.037], [1.078, 1.169, -3.244], [0.448, 1.198, -2.099], [0.450, 1.410, -4.429], [-1.002, 1.331, -4.501], [1.075, 2.245, -5.453], [3.423, -0.756, -4.065], [3.840, 0.776, -4.840], [2.285, 0.001, -5.183], [4.221, 0.847, -2.275], [2.943, -0.049, -1.461], [2.952, 1.731, -1.425], [-0.487, 1.573, -2.203], [-1.480, 2.283, -4.245], [-1.376, 0.556, -3.834], [-1.289, 1.075, -5.520], [2.117, 2.430, -5.210], [0.562, 3.208, -5.511], [1.019, 1.767, -6.431], [0.442, 1.974, 5.590], [0.389, 2.856, 4.518], [-0.388, 2.555, 3.405], [-1.131, 1.372, 3.355], [-1.085, 0.503, 4.447], [-0.296, 0.797, 5.554], [-2.288, 1.079, 1.829], [-2.859, 2.840, 1.252], [-3.776, 3.568, 2.012], [-4.148, 4.853, 1.636], [-3.601, 5.433, 0.498], [-2.678, 4.727, -0.264], [-2.314, 3.437, 0.111], [-3.798, -0.057, 2.293], [-3.586, -1.338, 2.817], [-4.658, -2.184, 3.074], [-5.955, -1.767, 2.795], [-6.177, -0.507, 2.258], [-5.103, 0.341, 2.001], [1.047, 2.208, 6.458], [0.950, 3.785, 4.548], [-0.433, 3.263, 2.583], [-1.678, -0.402, 4.455], [-0.274, 0.114, 6.396], [-4.200, 3.136, 2.914], [-4.862, 5.405, 2.236], [-3.893, 6.435, 0.206], [-2.245, 5.181, -1.148], [-1.591, 2.896, -0.490], [-2.577, -1.689, 3.019], [-4.483, -3.171, 3.485], [-6.791, -2.427, 2.994], [-7.186, -0.182, 2.036], [-5.289, 1.322, 1.576]],
  "lowdin_spin": [3.62, 0.08, 0.05, 0.13, 0.11, 0.03, 0.09, -0.01, 0.00, 0.02, 0.11, 0.08, 0.06, 0.13, 0.11, 0.00, 0.00, 0.00, 0.00, 0.00, 0.00, 0.00, 0.00, 0.05, 0.12, 0.05, 0.03, 0.01, 0.00, 0.00, 0.00, 0.00, 0.00, 0.00, 0.00, 0.00, 0.00, 0.00, 0.00, 0.00, 0.00, 0.00, 0.00, 0.00, 0.00, 0.00, 0.00, 0.00, 0.00, 0.00, 0.00, 0.01, 0.01, 0.01, 0.01, 0.00, 0.00, 0.00, 0.00, 0.00, 0.00, 0.00, 0.01, 0.00, 0.00, 0.00, 0.00, 0.00, 0.00, 0.00, 0.00, 0.00, 0.00, 0.00, 0.00, 0.00, 0.00, 0.04, 0.01, 0.00, 0.00, 0.00, 0.00, 0.00, 0.01, 0.00, 0.00, 0.00, 0.00, 0.00, 0.00, 0.00, 0.00, 0.00, 0.00, 0.00, 0.00, 0.00, 0.00, 0.00, 0.00, 0.00, 0.00, 0.00, 0.00]
}

{
  "formula": "C8H23N10O14Pb",
  "method": "the ωB97M-V functional and the def2-TZVPD basis",
  "de_lowest_ev": 4.9219,
  "lumo_ev": 2.06,
  "homo_energy_ev": -3.75,
  "total_charge": -1,
  "species": ["Pb", "O", "C", "O", "O", "H", "O", "C", "O", "O", "H", "O", "C", "O", "O", "H", "C", "O", "N", "N", "H", "H", "H", "H", "C", "O", "N", "N", "H", "H", "H", "H", "C", "O", "N", "N", "H", "H", "H", "H", "C", "O", "N", "N", "H", "H", "H", "H", "C", "O", "N", "N", "H", "H", "H", "H"],
  "positions_angstrom": [[-0.224, -0.517, 0.030], [-0.337, -2.626, 3.729], [-0.818, -2.993, 2.576], [-0.356, -2.529, 1.504], [-1.636, -3.902, 2.614], [-0.951, -3.142, 4.256], [-4.578, 0.246, 0.370], [-3.411, -0.403, 0.832], [-3.128, -1.618, 0.663], [-2.625, 0.269, 1.469], [-4.536, 0.988, 0.977], [-0.811, -3.272, -3.615], [-0.941, -3.019, -2.363], [-1.745, -3.678, -1.743], [-0.153, -2.249, -1.840], [-1.505, -3.930, -3.699], [3.045, -1.951, 0.764], [2.169, -1.274, 0.293], [4.340, -1.596, 0.794], [2.916, -3.142, 1.300], [4.501, -0.659, 0.455], [5.197, -1.978, 1.168], [3.727, -3.744, 1.291], [1.984, -3.482, 1.492], [0.311, 1.071, 3.143], [0.706, 0.719, 2.102], [-0.901, 0.958, 3.598], [1.107, 1.605, 4.028], [-1.565, 0.583, 2.936], [-0.816, 0.507, 4.497], [2.111, 1.678, 3.948], [0.639, 1.856, 4.887], [-0.047, 3.228, 0.205], [-0.582, 2.144, 0.041], [1.125, 3.286, 0.784], [-0.470, 4.375, -0.171], [1.411, 4.153, 1.216], [1.387, 2.364, 1.103], [0.032, 5.186, 0.165], [-1.306, 4.568, -0.703], [2.267, 1.253, -2.249], [1.418, 0.728, -1.530], [2.725, 2.475, -2.061], [2.742, 0.798, -3.375], [3.354, 2.906, -2.723], [2.427, 3.062, -1.296], [3.501, 1.257, -3.856], [2.370, -0.086, -3.693], [-2.639, -0.062, -2.649], [-1.931, 0.238, -1.649], [-3.782, -0.675, -2.520], [-2.504, 0.356, -3.893], [-4.165, -0.645, -1.586], [-4.264, -0.848, -3.391], [-3.070, 0.180, -4.712], [-1.715, 0.986, -3.913]],
  "nbo_charge": [1.59, -0.74, 0.95, -0.84, -0.77, 0.49, -0.77, 0.93, -0.70, -0.85, 0.48, -0.73, 0.93, -0.76, -0.84, 0.48, 0.79, -0.65, -0.87, -0.83, 0.38, 0.39, 0.37, 0.45, 0.78, -0.68, -0.85, -0.83, 0.46, 0.37, 0.39, 0.38, 0.75, -0.63, -0.87, -0.81, 0.37, 0.44, 0.37, 0.41, 0.77, -0.65, -0.84, -0.83, 0.36, 0.41, 0.38, 0.43, 0.79, -0.72, -0.80, -0.85, 0.45, 0.36, 0.39, 0.40]
}